ORCA calculation (wB97M-V/def2-TZVPD) on a cluster of 4 separate species, C4H15NO3 in total.

Last column: natural (NBO) charge in e.
Geometry (Å):
C1 0.1507 -1.7986 -1.2815  -0.528
C2 0.4303 -0.6699 -0.5954  0.207
C3 -0.1053 0.6435 -1.0730  -0.671
N1 1.4069 -0.6319 0.4085  -0.648
C4 0.9671 -0.3752 1.7901  -0.419
H1 -0.3858 -1.7177 -2.2139  0.210
H2 0.6471 -2.7134 -0.9862  0.196
H3 -1.1675 0.6374 -1.2714  0.230
H4 0.2265 1.4203 -0.3826  0.224
H5 0.4971 0.8770 -1.9572  0.233
H6 1.9649 -1.4596 0.3824  0.373
H7 0.9337 -1.3319 2.3135  0.189
H8 1.6545 0.2773 2.3234  0.193
H9 -0.0260 0.0633 1.8197  0.223
O1 -3.7860 1.7787 0.2326  -0.943
H10 -3.3851 1.0577 -0.2330  0.480
H11 -3.8746 2.4848 -0.4336  0.462
O2 -2.4113 -0.8332 0.6493  -0.985
H12 -1.7091 -1.4157 0.3130  0.496
H13 -3.0579 -1.2752 1.1923  0.484
O3 4.0410 1.2444 -0.4480  -0.944
H14 3.1382 0.8816 -0.3992  0.478
H15 4.1823 1.4971 0.4666  0.461

- E_tot (eV) = -12023.06353
- orbital gap (eV) = 9.511
- max |F| (eV/Å) = 1.38
- energy above the lowest of the compared OMol25 structures with the same formula, charge and spin (eV) = 1.1547
- LUMO energy (Ha) = 0.023

***

ORCA calculation (wB97M-V/def2-TZVPD) on a cluster of 2 separate species, C8H17N4 in total.

Last column: natural (NBO) charge in e.
Geometry (Å):
C1 1.3137 -0.1147 0.2146  -0.339
C2 2.4615 0.7114 0.4980  0.155
C3 0.2210 0.6482 0.5201  0.243
C4 3.8377 0.3371 0.2098  -0.639
C5 -1.4046 -1.9300 0.0212  -0.812
C6 -3.4387 -0.3119 -0.0681  -0.743
C7 0.2477 3.0821 1.6318  -0.428
C8 -2.0411 -0.6876 0.0649  0.625
N1 2.0414 1.8809 0.8885  -0.228
N2 0.7372 1.9043 0.9999  -0.174
N3 -1.1791 0.6476 0.4358  -0.545
N4 -0.1449 -2.5410 -2.4375  -1.064
H1 1.2159 -1.1259 -0.0887  0.221
H2 3.8817 -0.8462 0.0739  0.217
H3 4.3616 0.7725 -0.5885  0.241
H4 4.3394 0.7230 1.0387  0.243
H5 -0.6268 -2.0388 0.7240  0.288
H6 -1.0580 -2.0091 -1.0237  0.356
H7 -2.0498 -2.6307 0.4967  0.276
H8 -3.8018 0.7262 0.0857  0.276
H9 -3.7594 -0.3590 -1.0370  0.286
H10 -3.9949 -1.0170 0.3979  0.269
H11 -0.5812 2.6784 2.2718  0.219
H12 1.0877 3.6250 2.2320  0.273
H13 -0.0378 3.7578 0.7624  0.213
H14 -1.4460 1.4761 -0.0461  0.414
H15 0.1008 -3.3989 -2.8795  0.402
H16 0.5701 -1.8267 -2.3534  0.384
H17 -0.8532 -2.1332 -3.0451  0.370

- E_tot (eV) = -14521.34785
- orbital gap (alpha / beta) (eV) = 6.638 / 6.639
- net charge = +1
- max |F| (eV/Å) = 9.09
- energy above the lowest of the compared OMol25 structures with the same formula, charge and spin (eV) = 3.7974
- LUMO energy (alpha / beta) (Ha) = -0.190 / -0.190

***

ORCA calculation (wB97M-V/def2-TZVPD) on the molecule C4H5NO2.

Last column: natural (NBO) charge in e.
Geometry (Å):
C1 1.2800 1.3336 1.6252  -0.249
O1 1.0648 0.0283 1.2610  -0.494
C2 0.1367 -0.1895 0.2315  0.362
C3 -0.2941 -1.4007 -0.1841  -0.033
O2 -1.0844 -1.1238 -1.2667  -0.398
C4 -1.0304 0.1820 -1.4614  0.346
N1 -0.3820 0.8449 -0.5967  -0.498
H1 0.3437 1.8621 1.9154  0.174
H2 2.0639 1.3024 2.3838  0.197
H3 1.5661 1.9126 0.7463  0.180
H4 -0.1880 -2.3698 0.2377  0.222
H5 -1.5089 0.5896 -2.3281  0.191

- E_tot (eV) = -9812.67283
- orbital gap (eV) = 9.859
- max |F| (eV/Å) = 3.43
- energy above the lowest of the compared OMol25 structures with the same formula, charge and spin (eV) = 1.6420
- LUMO energy (Ha) = 0.037

***

ORCA calculation (wB97M-V/def2-TZVPD) on a cluster of 2 separate species, C26H44ClIN3O12PS in total.

Last column: Mulliken charge in e.
Geometry (Å):
C1 5.5832 -2.4279 2.2832  -0.940
C2 6.0561 -1.9767 0.9009  -0.039
O1 6.0156 -0.5528 0.7173  -0.542
P1 4.6486 0.2465 0.6801  0.749
O2 3.8185 0.2007 1.8972  -0.471
C3 3.7109 -0.3653 -0.7385  -1.057
C4 2.8638 -1.5976 -0.3365  -1.699
C5 1.3821 -1.4250 -0.6885  -0.403
C6 1.2498 -1.1071 -2.2071  -1.145
C7 2.1640 -1.8664 -3.1972  0.414
C8 1.3297 -2.5243 -4.2924  -1.449
Cl1 3.3133 -0.7401 -4.0044  -0.186
N1 0.5149 -2.6665 -0.4644  0.588
S1 1.1087 -4.2764 -0.6599  -0.140
C9 -0.7250 -2.3754 -0.1864  0.108
C10 -1.7799 -3.4402 -0.0610  -1.346
N2 -3.0131 -3.0589 -0.7421  -0.430
C11 -0.9443 -0.8847 -0.0148  3.020
C12 -1.5120 -0.3709 -1.4272  -1.283
C13 -2.8985 0.2844 -1.5208  -1.387
C14 -3.0071 1.7685 -1.1329  -0.626
C15 -3.9432 2.0027 0.0571  -0.219
O3 -3.3556 2.9722 0.9406  -0.371
C16 -3.6357 2.8464 2.2490  0.930
C17 -2.9563 3.9214 3.0493  -1.245
O4 -4.3336 1.9789 2.6991  -0.578
C18 -2.0069 -0.5054 1.0477  -0.066
C19 -1.8442 -0.8112 2.5234  -1.352
O5 -1.4853 -0.0384 3.3587  -0.546
O6 -2.1996 -2.0963 2.8181  -0.426
C20 0.5601 -0.5019 0.2950  2.963
C21 0.8783 -0.9562 1.7627  -2.790
C22 1.2315 0.0893 2.8003  0.110
O7 1.0084 1.2388 2.7875  -0.429
I1 2.0453 -0.8631 4.5727  -0.089
O8 0.9797 0.8093 0.0341  -0.403
N3 -0.0217 1.8144 0.4194  0.390
O9 0.4015 2.8620 0.2315  -0.479
O10 5.2107 1.6577 0.2579  -0.466
C23 4.3286 2.8047 0.4208  0.354
C24 5.0102 3.9963 -0.2113  -1.482
H1 6.2742 -3.1700 2.6852  0.387
H2 5.5377 -1.5795 2.9641  0.257
H3 4.5954 -2.8930 2.2521  0.182
H4 5.4976 -2.4667 0.0952  0.040
H5 7.1013 -2.2384 0.7464  0.484
H6 4.4289 -0.6149 -1.5179  0.491
H7 3.0788 0.4507 -1.0847  0.557
H8 2.9882 -1.7125 0.7373  0.429
H9 3.2681 -2.5123 -0.7679  1.315
H10 1.3432 -0.0323 -2.3650  0.647
H11 0.2455 -1.3606 -2.5146  0.191
H12 2.7613 -2.6376 -2.7179  0.228
H13 0.6170 -1.8070 -4.7050  0.368
H14 0.7932 -3.3884 -3.8921  0.292
H15 1.9700 -2.8426 -5.1143  0.449
H16 2.1133 -4.0958 0.2089  0.157
H17 -1.4099 -4.3646 -0.4989  0.746
H18 -1.9087 -3.6160 1.0142  0.100
H19 -3.4574 -3.8852 -1.1222  0.285
H20 -3.6869 -2.6618 -0.0977  0.210
H21 -1.5532 -1.2258 -2.1040  0.398
H22 -0.7815 0.3364 -1.8197  0.153
H23 -3.1726 0.1879 -2.5740  0.631
H24 -3.6760 -0.2778 -1.0036  0.291
H25 -2.0314 2.2195 -0.9388  0.422
H26 -3.4279 2.3124 -1.9809  0.472
H27 -4.8745 2.3776 -0.3620  -0.209
H28 -4.1309 1.0808 0.6027  0.355
H29 -3.4604 4.8694 2.8504  0.333
H30 -3.0111 3.6780 4.1065  0.357
H31 -1.9233 4.0379 2.7212  0.269
H32 -2.1310 0.5716 0.9953  -0.858
H33 -2.9391 -0.9731 0.7486  0.949
H34 -2.1302 -2.1907 3.7830  0.505
H35 0.0265 -1.4752 2.2023  1.177
H36 1.6574 -1.7049 1.8133  0.924
H37 4.1569 2.9547 1.4868  0.282
H38 3.3730 2.5865 -0.0660  -0.017
H39 4.5195 4.9208 0.0912  0.399
H40 5.0198 3.9121 -1.2984  0.327
H41 6.0503 4.0235 0.1193  0.340
C25 -8.2032 3.1977 -1.2226  -0.956
C26 -6.8969 2.7696 -1.9212  0.793
O11 -6.7458 1.5433 -2.1515  -0.756
O12 -6.0681 3.6845 -2.1461  -0.733
H42 -8.8514 2.3414 -1.0394  0.309
H43 -7.9652 3.6811 -0.2733  0.214
H44 -8.7319 3.9242 -1.8425  0.275

- E_tot (eV) = -97460.05085
- orbital gap (eV) = 4.031
- max |F| (eV/Å) = 0.68
- LUMO energy (Ha) = -0.074

***

ORCA calculation (wB97M-V/def2-TZVPD) on a cluster of 11 separate species, C48H55N11 in total.

Last column: Mulliken charge in e.
Geometry (Å):
C1 1.0061 4.1281 -1.9198  0.941
C2 1.6268 3.1354 -2.7440  -0.399
C3 1.2205 3.4065 -4.0239  -0.926
N1 0.3318 4.4456 -4.0072  0.077
C4 0.1962 4.8804 -2.7115  -1.577
H1 1.2068 4.3210 -0.8796  0.253
H2 2.3353 2.3712 -2.4718  0.519
H3 1.4848 2.9578 -4.9675  0.437
H4 -0.0042 4.9236 -4.8232  0.211
H5 -0.3476 5.7673 -2.4331  0.476
C5 -1.8824 -2.1686 -2.6227  0.487
C6 -1.5562 -1.5424 -3.8600  -1.169
C7 -1.8135 -2.4479 -4.8439  -0.597
N2 -2.2155 -3.6152 -4.2550  -0.004
C8 -2.2724 -3.4505 -2.8955  -1.157
H6 -1.8126 -1.7168 -1.6486  0.804
H7 -1.1495 -0.5540 -3.9966  0.537
H8 -1.7387 -2.3803 -5.9158  0.415
H9 -2.5906 -4.4012 -4.7552  0.212
H10 -2.7202 -4.2221 -2.2919  0.480
C9 -2.4386 -5.2653 2.8101  -0.782
C10 -1.5642 -4.2604 3.3135  -0.107
C11 -2.3669 -3.2160 3.6688  -0.901
N3 -3.6335 -3.4534 3.2024  0.104
C12 -3.7006 -4.7531 2.7229  -0.474
H11 -2.0651 -6.2282 2.4992  0.425
H12 -0.4925 -4.3268 3.4004  0.723
H13 -2.2303 -2.3159 4.2464  0.412
H14 -4.3906 -2.8130 3.3637  0.246
H15 -4.6386 -5.1196 2.3484  0.398
C13 6.4219 0.9549 -0.3798  -0.551
C14 6.2197 0.6683 1.0003  -0.846
C15 4.9686 0.1196 1.1105  -0.637
N4 4.4627 -0.0523 -0.1356  0.473
C16 5.2787 0.5909 -1.0408  -0.731
H16 7.2907 1.4359 -0.7981  0.449
H17 6.8688 0.8625 1.8375  0.493
H18 4.5109 -0.3228 1.9764  0.741
H19 3.6296 -0.5308 -0.4303  0.053
H20 5.0834 0.5639 -2.1004  0.518
C17 3.2457 -6.0746 -1.0548  -0.409
C18 1.8773 -6.0701 -0.6459  -0.501
C19 1.3950 -4.8121 -0.8504  -0.615
N5 2.3776 -4.0729 -1.4719  0.170
C20 3.5182 -4.8329 -1.5459  -0.809
H21 3.9185 -6.9138 -1.0078  0.421
H22 1.2889 -6.8725 -0.2323  0.464
H23 0.4532 -4.3165 -0.6749  0.468
H24 2.3341 -3.0781 -1.6028  0.287
H25 4.4182 -4.2938 -1.7977  0.532
C21 -2.2251 5.2324 1.5007  -0.473
C22 -1.9029 6.5983 1.7317  -0.896
C23 -0.5405 6.6841 1.8151  -0.496
N6 -0.0211 5.4363 1.5993  0.122
C24 -1.0382 4.5521 1.3990  -0.475
H26 -3.2033 4.8038 1.3556  0.590
H27 -2.6023 7.4182 1.7295  0.405
H28 0.1088 7.5208 2.0111  0.417
H29 0.9767 5.2535 1.6237  0.241
H30 -0.7688 3.5335 1.1674  0.445
C25 3.2917 5.1876 1.5190  -0.062
C26 2.6818 4.2682 2.4336  -1.142
C27 2.3982 3.1357 1.7132  -0.244
N7 3.0915 3.2213 0.5339  0.747
C28 3.5509 4.4927 0.3700  -0.852
H31 3.5523 6.2017 1.7729  0.467
H32 2.4050 4.4705 3.4557  0.397
H33 1.8126 2.2561 1.9253  0.440
H34 3.2319 2.4371 -0.0824  0.002
H35 4.0123 4.8531 -0.5333  0.441
C29 -4.9163 -2.4977 -0.3394  -0.543
C30 -5.7931 -2.7915 0.6849  -0.299
C31 -6.6667 -1.8264 1.1788  -0.604
N8 -6.5632 -0.5491 0.8177  -0.607
C32 -5.7238 -0.2508 -0.1728  -0.256
C33 -4.8780 -1.1748 -0.7669  0.306
H36 -4.1920 -3.2425 -0.6426  0.204
H37 -5.9315 -3.7466 1.1793  0.552
H38 -7.4847 -2.1331 1.8203  0.392
H39 -5.7542 0.7852 -0.4908  0.356
H40 -4.1743 -0.9212 -1.5514  0.425
C34 -2.9927 3.9618 -1.4895  -0.518
C35 -2.5453 2.7306 -1.9815  0.048
C36 -3.4977 1.8301 -2.4285  -0.612
N9 -4.8044 2.0826 -2.5141  -0.571
C37 -5.1997 3.2670 -2.0620  -0.371
C38 -4.3369 4.2406 -1.5624  -0.705
H41 -2.2245 4.6279 -1.1194  0.718
H42 -1.4899 2.5047 -1.9153  0.578
H43 -3.1868 0.8633 -2.8214  0.573
H44 -6.2596 3.4967 -2.1044  0.370
H45 -4.8046 5.1811 -1.3004  0.425
C39 -1.5045 -1.0779 0.6690  -1.106
C40 -0.3270 -1.7380 0.9726  -0.061
C41 0.8614 -1.0517 0.8593  -0.763
N10 0.9466 0.1691 0.3082  -0.034
C42 -0.2021 0.8065 0.0686  -0.296
C43 -1.4623 0.2606 0.3189  -0.012
H46 -2.4618 -1.5863 0.6850  0.502
H47 -0.3475 -2.7265 1.4124  0.501
H48 1.8043 -1.4900 1.1735  0.479
H49 -0.0698 1.8277 -0.2789  0.429
H50 -2.3475 0.7152 -0.1081  0.329
C44 5.4403 -2.6715 2.2914  -0.580
C45 5.1985 -2.4240 3.6358  -0.200
C46 3.9828 -2.8182 4.1756  -0.437
N11 2.9806 -3.3474 3.4719  -0.470
C47 3.2473 -3.6641 2.2045  -0.278
C48 4.4487 -3.3419 1.5935  0.199
H51 6.3394 -2.3935 1.7607  0.405
H52 5.8719 -1.7774 4.1848  0.381
H53 3.7112 -2.6269 5.2084  0.372
H54 2.5442 -4.2693 1.6402  0.404
H55 4.6080 -3.8084 0.6286  0.258

- E_tot (eV) = -67056.12298
- orbital gap (eV) = 8.425
- max |F| (eV/Å) = 1.65
- energy above the lowest of the compared OMol25 structures with the same formula, charge and spin (eV) = 1.3849
- LUMO energy (Ha) = 0.015